Record 1
Formula: C45H41F7O
Source: the Open Molecules 2025 dataset
Level of theory: ωB97M-V with the def2-TZVPD basis set

Computed properties:
Energy above the lowest of the compared OMol25 structures with the same formula, charge and spin   0.00 kcal/mol
Structure (SMILES)   Fc1ccccc1.Fc1ccccc1.Fc1ccccc1.Fc1ccccc1.Fc1ccccc1.Fc1ccccc1.Fc1ccccc1.CC(C)=O
HOMO-LUMO gap   9.42 eV
E_tot   -2513.63080 hartree
LUMO energy   0.4 eV
HOMO   -9.0 eV

Geometry (Å):
F  4.032985  -0.473855  2.491067
F  1.953602  4.408626  -0.685919
F  -3.388222  -3.739904  -4.335575
F  -0.533497  -5.763480  -0.382587
F  -4.534853  3.271779  -4.967725
F  1.855045  -2.726412  2.861628
F  -5.282623  -0.581386  6.354184
O  -0.372391  0.618035  2.093473
C  1.381985  -3.042484  5.159602
C  4.492256  -0.807234  1.279649
C  -3.353111  -2.448070  -3.924627
C  -2.802184  2.301727  -6.203805
C  -1.966780  -3.974050  -0.847174
C  -2.095593  -0.571872  -3.151000
C  -1.075241  -2.737895  1.486962
C  3.127270  4.704244  -4.080770
C  4.378080  -2.116717  0.854024
C  -1.842524  1.605805  5.951359
C  -1.047795  3.657064  -4.576142
C  -2.578951  -2.814138  -0.389986
C  -2.137528  -1.849953  -3.685967
C  -2.511423  1.588457  7.177581
C  4.944112  -2.483903  -0.360302
C  5.582033  -1.522666  -1.134682
C  -0.535502  -3.960544  1.101823
C  2.175552  -3.296419  4.045213
C  1.426472  6.336574  -3.675011
C  -0.553923  2.922780  -5.648319
C  2.856815  -4.436292  6.450595
C  -1.009496  -4.554801  -0.041677
C  3.586370  -4.762374  5.297915
C  1.297366  5.880003  -2.369666
C  1.733829  -3.646037  6.356056
C  -0.825443  1.492599  -0.036468
C  3.275043  -4.113652  4.102134
C  -3.239425  3.058692  -5.153618
C  2.953206  4.216652  -2.791865
C  5.119212  0.149790  0.520247
C  -2.226387  0.724016  4.958199
C  -4.118817  0.090143  6.248818
C  -0.064243  0.635464  0.913407
C  2.373289  5.778122  -4.524878
C  2.050043  4.811879  -1.961102
C  -3.294101  0.094769  -2.921055
C  -3.662438  0.823936  7.322994
C  -4.501917  -0.524196  -3.181991
C  -3.402627  0.009631  5.066723
C  -2.093368  -2.162984  0.738773
C  -4.545166  -1.801876  -3.674319
C  -1.437469  2.269822  -6.464371
C  1.112002  -0.163285  0.419472
C  -2.401898  3.740043  -4.346005
C  5.653402  -0.214149  -0.698343
H  -1.510292  2.127032  0.524351
H  -2.258463  -4.495384  -1.751048
H  0.483472  2.992216  -5.951972
H  3.592844  3.420541  -2.432964
H  6.080325  0.546921  -1.338988
H  1.433193  -0.749401  1.276855
H  -1.419346  0.835189  -0.679683
H  -1.095914  1.679651  -7.305390
H  5.178227  1.188749  0.817814
H  0.863165  7.208403  -3.984559
H  1.861991  0.543146  0.081860
H  4.447366  -5.413002  5.334402
H  0.829147  -0.852008  -0.379935
H  -4.190890  0.836709  8.271471
H  3.854516  -4.361265  3.217684
H  2.487823  6.178597  -5.525120
H  -5.422134  0.027686  -3.044844
H  -1.137986  -0.105862  -2.960001
H  -2.181731  2.224326  7.987329
H  4.797427  -3.472237  -0.774135
H  -3.773311  -0.669425  4.308614
H  -0.217274  2.137470  -0.674350
H  -3.322412  -2.337457  -1.021650
H  -3.299428  1.139018  -2.629920
H  -2.834221  4.309905  -3.534475
H  3.898607  4.258415  -4.694218
H  -0.350597  4.179385  -3.929403
H  -1.644621  0.647961  4.046324
H  -0.728327  -2.220001  2.372047
H  3.067866  -4.946378  7.385179
H  3.895292  -2.866200  1.467146
H  0.436760  -2.525284  5.060283
H  0.255306  -4.400562  1.693862
H  -5.489997  -2.262750  -3.932919
H  -2.564656  -1.231139  1.027077
H  -3.474515  1.716661  -6.816183
H  0.634258  6.353873  -1.654469
H  5.981545  -1.801942  -2.103259
H  -1.233965  -2.405636  -3.914646
H  -0.938245  2.200947  5.909798
H  1.084208  -3.536929  7.215127

Force components x, y, z for each atom (eV/Å):
-0.303 0.099 0.259
-0.082 -0.270 0.276
0.090 0.315 -0.148
0.277 -0.239 -0.205
-1.294 -0.352 0.144
-0.083 -0.035 0.042
-0.001 -0.093 0.054
0.072 -0.148 -0.474
-0.097 -0.454 -0.522
0.320 -0.366 0.091
-0.175 -0.302 0.320
0.243 -0.660 -0.551
-0.378 -0.345 0.340
-0.372 0.030 -0.275
-0.237 0.170 -0.091
0.054 0.037 0.122
0.160 -0.528 0.002
0.432 -0.348 1.309
0.880 0.100 0.222
0.615 0.409 -0.751
0.535 -0.383 -0.050
-0.327 0.140 -0.740
-0.288 0.555 -0.253
-0.025 -0.364 -0.339
0.188 0.490 0.533
-0.336 0.469 0.445
0.312 0.368 0.250
0.330 0.811 -0.096
0.408 -1.258 -0.369
-0.043 0.027 -0.028
-0.213 1.233 0.429
-0.610 0.444 -0.076
-0.325 0.311 0.034
-0.622 0.319 -0.343
0.460 -1.020 0.015
-0.371 0.030 -0.894
0.844 -0.541 -0.396
0.014 0.610 -0.194
0.125 0.461 -0.851
0.275 0.108 -0.065
0.168 0.141 0.855
-0.357 -0.067 -0.169
0.042 0.272 0.182
0.400 0.482 -0.018
-0.059 0.294 0.524
-0.173 0.666 0.051
-0.446 -0.522 0.461
-0.494 -0.201 -0.056
-0.314 -0.591 -0.472
-0.597 -0.788 -0.306
-0.655 -0.241 0.443
0.782 0.514 1.194
0.022 0.009 -0.396
-0.017 -0.065 0.024
-0.127 0.130 0.011
0.094 -0.202 0.390
-0.139 -0.068 0.087
0.153 -0.028 0.072
0.409 0.016 -0.111
0.045 0.046 -0.093
0.088 0.087 -0.021
-0.099 -0.107 0.324
-0.077 -0.121 -0.062
0.340 -0.072 -0.158
-0.043 -0.120 0.073
0.031 0.198 -0.146
-0.115 -0.120 -0.218
-0.158 0.259 0.003
0.092 -0.078 0.057
-0.029 -0.022 0.066
-0.040 0.079 -0.020
0.046 -0.065 0.063
0.141 -0.141 0.261
0.144 0.142 -0.155
0.220 -0.247 0.013
-0.104 -0.079 0.208
0.109 -0.103 0.236
0.150 0.122 0.026
-0.087 0.017 -0.133
-0.092 0.044 -0.060
-0.021 0.045 0.035
0.159 -0.103 -0.024
0.119 0.159 -0.066
-0.116 0.245 0.044
0.174 0.289 -0.049
-0.050 -0.202 -0.105
0.076 -0.162 0.132
0.170 0.018 0.167
-0.192 0.211 0.013
-0.032 -0.019 -0.129
0.019 0.065 0.070
-0.046 0.056 0.116
-0.037 -0.060 -0.431
0.074 0.159 0.022

***

Record 2
Formula: C45H41FN6O3PtSeSi
Source: the Open Molecules 2025 dataset
Level of theory: ωB97M-V with the def2-TZVPD basis set

Computed properties:
HOMO-LUMO gap   7.45 eV
E_tot   -5203.42506 hartree
LUMO energy   -5.9 eV
Total charge   +2
HOMO   -13.4 eV

Geometry (Å):
Pt  -0.175748  -0.005989  -0.134350
Se  -5.439523  4.839764  2.602761
Si  2.585676  -0.306540  -1.750870
F  -0.357703  -5.422044  -4.231242
O  -0.186561  -1.852820  -0.880764
O  0.078939  -2.012952  3.393454
O  -0.284884  -0.584328  1.766466
N  -0.360631  1.843366  0.727264
N  -0.095627  0.692740  -2.159460
N  -5.579181  3.302029  1.729790
N  -2.354865  0.228987  -0.112304
N  -3.667152  4.843647  2.546407
N  0.196032  -5.341451  1.212500
C  0.438820  3.810273  1.803858
C  -1.910265  3.406508  1.668400
C  -3.303346  3.756782  1.916622
C  0.359775  -7.904347  -0.131337
C  -0.847548  4.212319  2.080542
C  3.316238  -4.361493  -2.134872
C  -0.731356  2.053610  -2.267571
C  6.754604  1.749572  -2.041476
C  -1.635678  2.220709  0.993281
C  -4.362406  2.903242  1.464064
C  -0.034963  -6.589365  -2.228473
C  2.684898  -2.038465  -2.422326
C  -4.642318  -0.354090  -0.380355
C  -1.156639  -7.031751  2.380379
C  0.064388  -5.381505  -0.170212
C  -1.825313  0.414338  -4.020560
C  6.610787  0.417470  -2.397457
C  -4.053640  1.672045  0.751107
C  4.413563  1.861625  -1.528697
C  -0.102916  -4.172720  -0.865205
C  -5.030592  0.793383  0.276360
C  -0.246308  -4.182053  -2.260431
C  5.652921  2.474909  -1.604520
C  1.028066  -7.647197  1.210939
C  1.868402  -0.230034  -0.012739
C  0.024683  -2.951371  1.244967
C  -0.718572  2.627134  -3.683228
C  0.645685  2.616332  1.126649
C  3.093788  -3.097160  -1.607845
C  0.118052  -6.611258  -0.862919
C  2.492368  -2.290007  -3.783736
C  -0.223883  -5.383729  -2.903738
C  1.336509  0.835963  -2.614810
C  -0.831222  -0.265396  -3.091420
C  3.116513  -4.591562  -3.489066
C  2.697775  -3.555857  -4.313957
C  0.255315  -6.606505  2.004492
C  4.244710  0.518873  -1.886813
C  -1.177470  1.595491  -4.728668
C  -0.039918  -1.797418  2.212823
C  -0.090636  -2.918752  -0.145801
C  -2.716256  1.349825  0.535751
C  -3.284913  -0.605539  -0.554372
C  0.167677  -4.192076  1.855807
C  5.365974  -0.192051  -2.320277
H  -1.118771  -7.958304  2.952477
H  3.271819  -2.933562  -0.548799
H  5.764247  3.515014  -1.327699
H  -5.369836  -1.060137  -0.754037
H  -1.776185  -7.197810  1.498642
H  1.083609  -8.562235  1.799235
H  -0.323870  1.231796  -5.306376
H  1.659279  1.848123  -2.358290
H  3.297947  -5.573541  -3.906502
H  -1.638869  -6.273721  2.997733
H  2.052176  -7.297564  1.059793
H  -2.158330  -0.338123  -4.737363
H  -1.057119  5.133926  2.607434
H  3.567918  2.450664  -1.181802
H  -0.330667  -3.260996  -2.815144
H  3.661627  -5.163029  -1.493728
H  2.040969  -1.129711  0.582127
H  -1.322887  -1.025087  -2.497708
H  -0.187126  2.715026  -1.597616
H  2.203036  -1.485825  -4.453559
H  -0.066532  -0.772075  -3.679819
H  0.980767  -8.553250  -0.748480
H  1.644455  2.277725  0.903796
H  -1.390133  3.487235  -3.668139
H  -2.717226  0.730241  -3.471090
H  5.268817  -1.232076  -2.609645
H  -1.860937  2.045300  -5.446393
H  -6.074358  1.031049  0.435049
H  2.549193  -3.731376  -5.371245
H  -1.754983  1.968549  -1.901457
H  -0.588804  -8.428898  0.006557
H  1.373536  0.784733  -3.703674
H  0.268871  3.019372  -3.924276
H  7.468260  -0.147524  -2.737904
H  2.300888  0.593114  0.553694
H  0.251853  -4.223942  2.935090
H  0.005792  -7.507915  -2.800789
H  -2.932919  -1.502753  -1.049129
H  7.723805  2.225917  -2.105505
H  1.293807  4.397074  2.106644
H  0.813826  -6.351643  2.904686

Force components x, y, z for each atom (eV/Å):
-0.024 -0.129 -0.017
0.000 -0.005 0.006
-0.083 0.079 0.038
0.015 0.016 -0.010
-0.063 -0.027 0.072
0.000 -0.002 0.010
-0.022 0.069 -0.147
0.093 0.077 -0.082
0.122 0.217 -0.108
0.007 0.012 0.000
-0.008 -0.054 -0.002
-0.010 -0.002 -0.006
0.001 -0.001 0.019
0.011 -0.007 0.009
0.021 0.014 0.003
-0.006 -0.005 0.001
0.009 -0.004 -0.005
0.002 -0.002 -0.011
-0.031 -0.014 -0.009
-0.022 -0.033 0.054
-0.008 -0.006 -0.002
-0.021 -0.016 0.003
0.003 0.010 0.001
0.012 -0.018 -0.010
-0.133 0.029 -0.080
-0.012 0.000 0.004
-0.005 0.001 0.007
-0.003 0.010 -0.029
0.030 -0.005 -0.077
0.007 0.023 0.002
0.006 -0.021 0.007
-0.004 -0.003 0.023
0.083 0.046 0.037
-0.002 0.003 -0.019
0.024 -0.023 0.007
0.004 -0.002 -0.015
-0.005 0.005 0.003
-0.047 -0.031 -0.052
0.013 0.008 -0.068
-0.024 -0.021 0.001
-0.018 0.006 0.008
0.018 0.021 0.058
-0.006 0.020 -0.002
0.016 -0.036 0.027
-0.001 -0.001 0.001
0.042 -0.139 -0.046
0.021 -0.024 0.081
-0.029 0.005 -0.018
0.001 -0.022 -0.008
0.013 0.009 0.007
0.025 0.023 0.083
0.008 -0.003 0.060
-0.039 0.014 -0.010
0.071 0.007 0.034
-0.032 0.000 0.032
0.020 -0.024 0.063
-0.018 -0.056 -0.004
-0.019 -0.019 -0.045
-0.001 0.000 -0.002
0.002 0.009 -0.006
0.000 -0.001 0.001
-0.001 0.005 -0.006
0.002 0.004 0.001
-0.005 -0.004 -0.005
0.004 0.015 0.002
0.045 -0.005 0.081
0.002 -0.005 0.000
0.001 0.000 -0.001
-0.003 0.002 -0.004
-0.002 -0.002 0.006
0.003 -0.003 0.005
-0.012 -0.008 0.003
-0.015 0.021 -0.006
-0.005 -0.002 0.005
0.038 0.004 -0.026
-0.039 0.008 0.023
-0.021 0.025 0.018
0.005 -0.004 0.000
0.001 -0.052 0.036
-0.002 -0.003 0.002
-0.004 0.016 -0.013
-0.002 0.001 -0.008
0.010 0.004 -0.020
0.001 0.002 0.010
-0.012 0.007 0.020
0.001 -0.007 0.007
0.000 -0.006 -0.005
0.054 -0.005 -0.027
0.000 0.002 0.006
-0.029 0.037 -0.024
-0.006 -0.003 -0.010
-0.002 -0.001 -0.001
0.000 -0.037 0.042
0.003 0.015 0.000
-0.001 0.003 -0.002
-0.009 0.003 0.004
0.001 -0.001 0.006
-0.006 0.007 0.001
0.001 -0.008 0.002

***

Number 1 is which compound? C45H41F7O

***

What is the E_tot in the first record? -2513.63080 hartree

***

Which value of LUMO energy does entry 1 give? 0.4 eV